1.
Computed, not measured: a molecular structure, C57H53BrN10O24PS2, with ωB97M-V/def2-TZVPD.

Geometry as XYZ:
```
148
Properties=species:S:1:pos:R:3:lowdin_charge:R:1
C 10.905 -8.515 2.685 -0.1333
C 10.820 -9.691 1.670 -0.3126
C 9.722 -10.767 1.975 -0.7103
Br 10.531 -12.547 1.600 0.6748
S 9.156 -10.817 3.724 0.5130
O 10.307 -10.699 4.669 -0.3632
O 8.544 -12.166 3.910 -0.4143
N 8.056 -9.587 4.051 -0.3475
S 6.743 -9.605 3.014 0.3878
O 5.506 -9.494 3.842 -0.4145
O 6.622 -10.776 2.097 -0.4253
P 6.642 -7.866 1.740 0.8123
O 6.331 -8.466 0.187 -0.3200
O 8.153 -7.127 1.672 -0.3175
H 11.602 -8.817 3.482 0.0659
H 11.410 -7.682 2.166 0.0691
H 9.947 -8.221 3.122 0.0336
H 10.552 -9.247 0.692 0.0974
H 11.784 -10.183 1.496 0.0675
H 8.912 -10.661 1.251 0.0442
H 6.809 -9.304 0.113 0.0252
H 7.956 -6.194 1.668 0.0193
C 3.089 -6.848 1.248 -0.0645
C 3.580 -5.963 0.295 -0.0656
C 3.151 -4.645 0.286 -0.0060
C 2.233 -4.225 1.239 -0.1752
C 1.732 -5.102 2.192 -0.0042
C 2.164 -6.419 2.192 -0.0477
N 1.796 -2.836 1.245 -0.3349
O 2.233 -2.095 0.392 0.0784
O 1.013 -2.483 2.109 0.0267
H 3.431 -7.875 1.257 0.1056
H 4.300 -6.302 -0.438 0.1041
H 3.535 -3.962 -0.458 0.1176
H 1.014 -4.774 2.930 0.1173
H 1.784 -7.112 2.930 0.1126
C -3.195 -1.163 -1.659 -0.0712
C -2.294 -1.375 -0.622 -0.0601
C -1.521 -2.527 -0.598 0.0076
C -1.659 -3.454 -1.623 -0.1291
C -2.561 -3.256 -2.661 0.0108
C -3.329 -2.103 -2.673 -0.0484
N -0.828 -4.656 -1.616 -0.3420
O -0.062 -4.809 -0.691 0.0883
O -0.945 -5.432 -2.540 0.0791
H -3.794 -0.261 -1.680 0.0975
H -2.193 -0.641 0.167 0.1052
H -0.823 -2.685 0.212 0.1004
H -2.674 -3.981 -3.461 0.0763
H -4.034 -1.934 -3.477 0.0945
C 1.218 -0.110 3.840 -0.0579
C 1.151 0.364 5.146 -0.0559
C 1.494 1.678 5.428 -0.0058
C 1.900 2.507 4.392 -0.1548
C 1.978 2.044 3.085 -0.0012
C 1.635 0.728 2.812 -0.0520
N 2.242 3.898 4.682 -0.3594
O 2.183 4.269 5.835 0.0661
O 2.562 4.611 3.755 0.0689
H 0.946 -1.133 3.621 0.0779
H 0.828 -0.291 5.943 0.1085
H 1.440 2.040 6.445 0.1167
H 2.300 2.692 2.282 0.1166
H 1.690 0.352 1.799 0.0990
C -6.996 -0.319 -7.168 -0.0647
C -7.592 0.800 -6.597 -0.0610
C -7.715 0.895 -5.219 0.0018
C -7.233 -0.137 -4.427 -0.1439
C -6.643 -1.262 -4.985 -0.0021
C -6.526 -1.350 -6.364 -0.0548
N -7.335 -0.034 -2.974 -0.3336
O -7.872 0.951 -2.506 0.0505
O -6.871 -0.935 -2.315 0.0916
H -6.896 -0.386 -8.244 0.1073
H -7.957 1.600 -7.227 0.1083
H -8.178 1.767 -4.781 0.1191
H -6.273 -2.066 -4.364 0.1119
H -6.064 -2.221 -6.811 0.1062
C -1.512 4.284 -0.642 -0.0611
C -1.926 5.354 -1.426 -0.0573
C -2.636 5.125 -2.596 0.0029
C -2.927 3.819 -2.965 -0.1481
C -2.512 2.743 -2.195 -0.0041
C -1.801 2.980 -1.028 -0.0594
N -3.697 3.570 -4.183 -0.3613
O -4.031 4.527 -4.847 0.0766
O -3.964 2.420 -4.460 0.0679
H -0.963 4.468 0.273 0.1048
H -1.698 6.366 -1.121 0.0974
H -2.956 5.961 -3.201 0.1185
H -2.735 1.727 -2.488 0.0984
H -1.474 2.149 -0.417 0.1020
C 1.147 9.077 5.238 -0.0620
C 0.738 10.152 4.458 -0.0654
C 0.026 9.932 3.288 -0.0006
C -0.271 8.628 2.914 -0.1470
C 0.139 7.547 3.682 0.0030
C 0.852 7.776 4.849 -0.0547
N -1.039 8.388 1.696 -0.3551
O -1.369 9.347 1.033 0.0822
O -1.308 7.240 1.414 0.0652
H 1.698 9.253 6.154 0.1088
H 0.971 11.164 4.764 0.1018
H -0.289 10.772 2.685 0.1187
H -0.089 6.533 3.387 0.1160
H 1.175 6.940 5.456 0.0983
C -0.357 -7.824 -7.984 -0.0690
C -1.314 -7.148 -8.731 -0.0688
C -2.238 -6.329 -8.099 -0.0040
C -2.186 -6.195 -6.718 -0.1414
C -1.239 -6.869 -5.960 0.0135
C -0.321 -7.688 -6.601 -0.0557
N -3.137 -5.317 -6.045 -0.3344
O -3.968 -4.747 -6.719 0.0800
O -3.036 -5.205 -4.843 0.0549
H 0.366 -8.458 -8.481 0.1073
H -1.339 -7.257 -9.807 0.1064
H -2.980 -5.805 -8.684 0.1169
H -1.205 -6.763 -4.883 0.1123
H 0.424 -8.217 -6.023 0.1123
C -9.126 2.270 -0.105 -0.0598
C -9.735 3.494 -0.361 -0.0595
C -10.370 4.184 0.661 -0.0062
C -10.386 3.639 1.937 -0.1540
C -9.789 2.416 2.206 -0.0046
C -9.158 1.731 1.177 -0.0568
N -11.034 4.374 3.021 -0.3643
O -11.564 5.430 2.752 0.0731
O -11.005 3.889 4.131 0.0749
H -8.624 1.733 -0.907 0.0654
H -9.710 3.911 -1.359 0.1072
H -10.841 5.135 0.455 0.1162
H -9.807 1.993 3.200 0.1170
H -8.686 0.778 1.374 0.1093
C 6.290 11.097 1.188 -0.0702
C 5.142 11.587 0.577 -0.0647
C 4.154 12.192 1.339 -0.0006
C 4.332 12.303 2.710 -0.1491
C 5.470 11.812 3.332 -0.0011
C 6.452 11.206 2.563 -0.0646
N 3.304 12.961 3.514 -0.3624
O 2.311 13.359 2.945 0.0731
O 3.499 13.069 4.704 0.0745
H 7.062 10.629 0.589 0.1074
H 5.019 11.498 -0.494 0.1082
H 3.263 12.571 0.859 0.1193
H 5.602 11.897 4.402 0.1190
H 7.346 10.821 3.036 0.1083
```

Net charge   -1

***

2.
Computed, not measured: C5H8O2 in the gas phase, with ωB97M-V/def2-TZVPD.

Geometry as XYZ:
```
15
Properties=species:S:1:pos:R:3:nbo_charge:R:1
O -0.596 2.919 1.352 -0.5114
C -0.361 1.816 0.941 0.6249
C 0.683 0.747 1.306 -0.5224
C 0.042 -0.156 0.216 -0.3893
C -0.198 -1.608 0.306 -0.0338
O 0.916 -2.032 -0.944 -0.8224
C -1.024 0.920 -0.122 -0.5256
H 0.642 0.432 2.359 0.2294
H 1.716 1.045 1.086 0.2387
H 0.760 -0.612 -0.668 0.3616
H -1.165 -1.989 -0.032 0.2027
H 0.228 -2.151 1.153 0.2139
H 0.484 -2.167 -1.811 0.4713
H -2.083 0.706 0.085 0.2280
H -0.955 1.317 -1.142 0.2346
```

Energy relative to the best compared isomer or geometry (same formula, charge and spin)   355.8 kJ/mol
SMILES string   O=C1CC(CO)C1

***

3.
Computed, not measured: a molecular structure, C33H55BKN9S3, with ωB97M-V/def2-TZVPD.

Geometry as XYZ:
```
102
Properties=species:S:1:pos:R:3:lowdin_charge:R:1
K 1.916 0.993 -0.615 0.4352
C 1.748 0.583 2.789 -0.0595
C 0.549 0.499 3.730 -0.5430
C 0.325 1.820 4.468 -0.0479
C 0.839 -0.588 4.764 -0.0582
N -0.689 0.137 2.984 0.0060
C -1.483 -0.958 3.293 -0.0793
C -2.529 -0.940 2.453 -0.0922
N -2.407 0.151 1.623 0.0308
B -3.460 0.302 0.493 -0.6156
N -3.307 -0.757 -0.626 0.0250
C -4.427 -1.082 -1.357 -0.0863
C -4.050 -1.828 -2.406 -0.0683
N -2.673 -1.990 -2.319 0.0002
C -2.219 -1.303 -1.221 -0.7093
S -0.619 -1.201 -0.672 0.6737
C -1.842 -2.633 -3.369 -0.5502
C -1.041 -3.791 -2.773 -0.0625
C -2.758 -3.202 -4.453 -0.0666
C -0.937 -1.583 -4.011 -0.0462
N -3.544 1.751 -0.036 0.0243
C -3.987 2.711 0.849 -0.1067
C -3.746 3.920 0.322 -0.0803
N -3.151 3.717 -0.915 -0.0078
C -3.042 2.366 -1.140 -0.7096
S -2.482 1.616 -2.553 0.6545
C -2.621 4.803 -1.776 -0.5576
C -1.114 4.618 -1.959 -0.0462
C -3.363 4.820 -3.112 -0.0598
C -2.849 6.147 -1.083 -0.0674
C -1.275 0.832 1.951 -0.6972
S -0.720 2.272 1.254 0.6645
H 2.661 0.707 3.373 0.0864
H 1.666 1.438 2.125 0.0207
H 1.851 -0.332 2.203 0.0750
H 1.225 2.073 5.032 0.0863
H -0.511 1.727 5.166 0.0829
H 0.114 2.619 3.761 0.0329
H 1.763 -0.320 5.275 0.0891
H 0.991 -1.563 4.297 0.0700
H 0.050 -0.669 5.515 0.0794
H -1.240 -1.661 4.066 0.1003
H -3.356 -1.622 2.356 0.1180
H -4.533 0.060 1.019 0.1156
H -5.400 -0.729 -1.067 0.1147
H -4.641 -2.259 -3.189 0.0985
H -1.717 -4.555 -2.381 0.0813
H -0.396 -3.433 -1.974 0.0151
H -0.424 -4.241 -3.553 0.0867
H -3.451 -3.945 -4.053 0.0811
H -2.129 -3.697 -5.194 0.0843
H -3.321 -2.417 -4.960 0.0839
H -0.255 -1.155 -3.282 0.0405
H -1.543 -0.778 -4.430 0.0754
H -0.358 -2.050 -4.811 0.0858
H -4.397 2.438 1.805 0.1176
H -3.921 4.894 0.732 0.0996
H -0.892 3.685 -2.470 0.0330
H -0.618 4.605 -0.987 0.0807
H -0.718 5.450 -2.545 0.0856
H -3.243 3.868 -3.625 0.0200
H -2.965 5.621 -3.738 0.0802
H -4.428 5.004 -2.946 0.0819
H -2.321 6.204 -0.130 0.0870
H -3.909 6.353 -0.924 0.0783
H -2.452 6.927 -1.733 0.0838
C 0.133 -5.363 2.742 -0.0612
C -0.069 -4.974 1.280 -0.6369
C -1.456 -4.352 1.096 -0.0499
C 0.053 -6.211 0.396 -0.0564
N 1.042 -4.092 0.874 -0.0804
N 1.166 -2.847 1.539 0.0010
H -0.584 -6.134 3.033 0.0761
H -0.015 -4.504 3.400 0.0646
H 1.144 -5.746 2.895 0.0810
H -2.231 -5.045 1.438 0.0817
H -1.641 -4.110 0.048 0.0555
H -1.559 -3.426 1.661 0.0463
H -0.741 -6.927 0.621 0.0779
H 1.021 -6.693 0.544 0.0788
H -0.033 -5.935 -0.658 0.0694
H 0.941 -3.865 -0.110 0.0808
H 1.632 -2.987 2.425 0.0605
H 0.278 -2.365 1.659 0.0043
C 5.930 2.362 -3.051 -0.1388
C 6.460 2.173 -1.664 -0.2824
C 7.805 2.273 -1.402 -0.1636
C 8.354 2.100 -0.119 -0.2109
C 7.449 1.820 0.918 -0.1641
C 6.092 1.706 0.718 -0.2806
C 5.173 1.426 1.863 -0.1388
C 5.460 1.862 -0.615 -0.5102
N 4.192 1.749 -0.834 -0.2078
H 6.736 2.603 -3.756 0.0439
H 5.171 3.153 -3.077 0.0451
H 5.401 1.465 -3.396 0.0451
H 8.477 2.499 -2.235 0.0700
H 9.420 2.188 0.063 0.0327
H 7.833 1.688 1.933 0.0704
H 5.722 1.353 2.810 0.0500
H 4.608 0.495 1.708 0.0473
H 4.410 2.211 1.944 0.0514
```

Energy relative to the best compared isomer or geometry (same formula, charge and spin)   0.0 kJ/mol
Net charge   -2

***

What did we get for Kohn-Sham gap? Answer: 6.27 10.14 2.22 eV, in the order shown.
What did we get for highest occupied orbital energy? Answer: -6.164 -9.417 1.495 eV, in the order shown.
What did we get for M? Answer: 1437.11 100.12 723.98 g mol⁻¹, in the order shown.